A 10-piece molecular cluster, C26H64NO11S overall in a non-equilibrium geometry, computed with ωB97M-V/def2-TZVPD.

Structure (XYZ):
```
103
Properties=species:S:1:pos:R:3:forces:R:3
C -2.737 -3.369 1.389 0.65 0.70 -0.09
C -1.629 -2.353 1.294 -0.49 -0.17 -0.07
C -1.638 -1.213 2.097 0.39 0.05 -0.23
C -0.595 -0.306 2.039 0.41 -0.26 -0.19
C 0.453 -0.533 1.150 0.00 -0.29 0.04
C 1.597 0.433 1.093 -0.49 0.28 0.03
S 2.938 -0.516 1.814 0.39 -0.21 -0.75
O 4.305 0.365 1.644 -1.52 0.05 0.90
N 5.246 -0.202 0.561 1.15 -0.06 -0.57
O 5.159 -1.311 0.385 -0.24 -0.20 0.01
C 0.462 -1.668 0.327 -0.17 0.36 0.41
C -0.580 -2.571 0.396 0.35 0.59 0.23
H -2.391 -4.168 2.032 -0.18 -0.37 0.04
H -2.944 -3.746 0.395 -0.17 -0.33 -0.06
H -3.622 -2.932 1.826 -0.25 -0.05 0.10
H -2.445 -1.025 2.781 -0.26 -0.13 0.13
H -0.565 0.577 2.660 -0.24 0.09 0.05
H 1.853 0.715 0.075 0.34 -0.08 -0.12
H 1.408 1.337 1.659 0.09 0.12 0.16
H 2.636 -0.441 3.127 0.21 0.36 0.03
H 1.288 -1.823 -0.352 0.09 -0.07 -0.19
H -0.559 -3.429 -0.248 -0.22 -0.35 0.02
C 0.122 4.760 -1.462 -0.05 -0.13 -0.05
C 0.578 3.649 -0.540 0.11 0.07 -0.17
O 0.558 2.371 -1.188 0.15 -0.13 0.18
H -0.884 4.567 -1.830 -0.03 0.05 0.04
H 0.124 5.722 -0.950 0.00 0.01 -0.02
H 0.778 4.834 -2.333 0.04 0.06 0.03
H -0.088 3.563 0.318 -0.01 -0.08 0.01
H 1.591 3.851 -0.170 -0.03 0.05 0.08
H 1.145 2.423 -1.950 -0.08 0.05 -0.11
C -1.025 5.426 -5.557 0.04 -0.06 0.06
C -2.202 5.921 -4.739 0.15 0.20 -0.08
O -1.787 6.698 -3.614 -0.01 -0.16 0.04
H -0.356 4.826 -4.938 -0.03 -0.03 0.01
H -1.364 4.821 -6.400 -0.01 0.04 -0.02
H -0.444 6.266 -5.947 -0.04 0.01 -0.05
H -2.769 5.082 -4.338 -0.03 0.02 0.06
H -2.874 6.517 -5.364 -0.06 -0.10 -0.03
H -1.299 7.456 -3.949 0.00 0.04 0.01
C -0.492 3.582 5.676 -0.08 -0.07 -0.01
C 0.058 2.846 4.471 -0.13 0.21 -0.05
O -0.967 2.513 3.532 0.23 0.00 0.08
H -1.253 2.980 6.174 0.03 -0.03 0.02
H 0.299 3.810 6.392 0.01 0.02 -0.01
H -0.960 4.520 5.373 0.06 0.04 0.01
H 0.509 1.900 4.777 -0.02 -0.04 -0.04
H 0.827 3.449 3.974 0.06 -0.04 0.06
H -1.380 3.333 3.241 -0.08 -0.02 0.00
C 4.331 -0.665 -3.085 -0.08 0.02 0.09
C 4.409 0.227 -4.310 0.15 0.14 0.13
O 4.256 1.602 -3.968 -0.19 -0.11 0.05
H 3.376 -0.514 -2.574 -0.03 -0.03 -0.05
H 4.422 -1.719 -3.353 0.02 0.00 0.01
H 5.130 -0.419 -2.380 0.08 -0.04 -0.07
H 3.603 -0.008 -5.002 -0.01 0.06 -0.03
H 5.359 0.082 -4.832 -0.04 -0.09 -0.03
H 4.976 1.844 -3.377 0.06 0.06 -0.06
C -6.246 -7.076 3.233 -0.01 0.10 -0.01
C -5.007 -6.660 2.464 0.00 0.01 0.23
O -4.584 -5.339 2.805 -0.05 -0.12 -0.06
H -7.062 -6.378 3.045 -0.01 -0.02 -0.04
H -6.568 -8.078 2.946 0.01 -0.01 0.01
H -6.051 -7.073 4.308 0.02 -0.07 0.00
H -5.208 -6.647 1.394 0.04 0.05 -0.02
H -4.189 -7.364 2.648 -0.03 -0.05 -0.08
H -4.390 -5.329 3.748 -0.03 0.06 0.03
C -0.758 -6.526 -3.549 0.06 0.03 0.09
C -1.857 -5.900 -2.713 0.10 0.10 -0.09
O -1.332 -5.002 -1.730 -0.01 -0.05 0.02
H -0.055 -7.064 -2.913 -0.03 -0.04 0.00
H -1.172 -7.222 -4.279 0.00 0.01 -0.02
H -0.197 -5.759 -4.088 -0.05 -0.01 -0.06
H -2.404 -6.663 -2.163 -0.01 0.03 0.07
H -2.568 -5.364 -3.349 -0.05 -0.07 -0.01
H -0.854 -4.309 -2.197 -0.03 -0.01 -0.10
C -2.997 1.288 -7.291 0.07 0.05 0.00
C -3.728 2.617 -7.253 0.03 -0.07 -0.22
O -3.050 3.620 -8.007 0.02 -0.01 0.16
H -1.982 1.402 -6.908 -0.01 0.00 0.04
H -3.516 0.538 -6.693 -0.01 0.00 -0.02
H -2.921 0.918 -8.316 -0.06 -0.03 0.00
H -3.787 2.992 -6.232 -0.01 0.06 0.00
H -4.748 2.503 -7.632 -0.04 -0.02 0.10
H -2.998 3.320 -8.919 0.01 0.04 -0.04
C 0.057 -1.627 5.928 0.01 0.04 -0.09
C -1.314 -2.265 6.063 0.15 -0.15 -0.11
O -1.737 -2.866 4.842 -0.06 0.09 0.05
H 0.043 -0.876 5.134 -0.04 0.02 0.02
H 0.364 -1.150 6.859 0.01 -0.02 0.01
H 0.807 -2.378 5.663 0.01 -0.02 0.07
H -2.061 -1.513 6.310 -0.06 -0.02 -0.02
H -1.309 -3.014 6.861 -0.01 0.07 0.07
H -1.098 -3.547 4.609 -0.02 -0.04 -0.02
C 6.242 2.073 3.601 0.02 0.15 0.08
C 7.482 2.791 3.097 0.03 0.06 0.26
O 7.571 4.116 3.603 -0.10 -0.04 -0.14
H 5.344 2.628 3.323 0.00 -0.02 -0.06
H 6.181 1.068 3.189 0.03 -0.06 0.03
H 6.256 1.997 4.691 0.04 -0.05 0.00
H 7.456 2.882 2.012 0.03 0.05 -0.02
H 8.384 2.232 3.369 -0.02 -0.08 -0.09
H 7.617 4.070 4.563 0.04 0.04 0.02
```
Positions in Å, forces in eV/Å.

Summary:
Energy = -2309.1465 Eh
Net charge = +1
Spin multiplicity = 1
Orbital gap = 0.254 Ha
Strongest force on any atom = 1.77 eV Å⁻¹
E_LUMO = -4.58 eV
E_HOMO = -11.50 eV


C26H64O22S4 as an isolated structure in a non-equilibrium geometry, computed with ωB97M-V/def2-TZVPD.

Structure (XYZ):
```
116
Properties=species:S:1:pos:R:3:forces:R:3
C -6.018 2.912 -2.189 0.34 -0.14 -1.95
C -6.687 1.535 -2.169 -0.76 0.32 1.00
C -5.641 0.450 -1.968 -0.40 -0.95 0.06
S -4.162 1.250 -1.388 -0.28 0.39 -0.31
O -3.189 1.284 -2.446 0.30 0.00 0.10
O -3.806 0.767 -0.075 0.12 -0.13 0.10
C -4.837 2.909 -1.237 -0.90 -0.27 0.28
H -6.760 3.705 -2.122 0.15 0.12 0.69
H -5.610 3.065 -3.200 0.02 -0.11 0.09
H -7.366 1.400 -3.008 0.37 -0.17 -0.30
H -7.357 1.501 -1.301 0.11 0.04 0.00
H -5.422 -0.193 -2.819 0.33 0.41 -0.21
H -5.931 -0.258 -1.192 0.02 0.16 0.11
H -4.052 3.598 -1.522 0.09 0.15 0.28
H -5.207 3.008 -0.216 0.43 0.17 0.14
C 5.385 4.380 1.297 -0.18 -0.17 1.03
C 4.115 3.516 1.216 -0.29 -0.07 -0.76
C 4.387 2.420 0.176 0.21 -0.74 0.63
S 5.562 3.100 -0.959 0.03 1.15 -0.62
O 4.957 3.385 -2.241 0.05 -0.29 -0.07
O 6.792 2.361 -0.901 0.30 -0.49 -0.05
C 5.806 4.693 -0.118 -0.62 -1.33 -0.42
H 6.093 3.762 1.859 0.45 0.19 -0.39
H 5.256 5.278 1.901 -0.20 0.04 -0.10
H 3.255 4.084 0.849 0.02 0.15 0.29
H 3.864 3.010 2.144 -0.08 0.28 0.18
H 3.510 2.009 -0.319 -0.04 0.31 -0.24
H 4.917 1.574 0.621 -0.03 0.06 0.07
H 5.054 5.284 -0.640 0.25 0.55 0.18
H 6.831 4.977 -0.321 0.05 0.27 0.13
C -0.631 2.782 3.249 0.07 -0.24 -0.20
C 0.572 3.790 3.313 -0.49 -0.66 0.79
C 1.607 3.192 4.277 0.02 0.12 -0.05
S 1.495 1.445 3.969 -0.48 0.89 1.30
O 2.013 0.668 5.062 0.26 -0.27 -0.24
O 1.960 1.234 2.623 0.15 -0.52 -0.61
C -0.284 1.517 4.035 -0.37 -0.49 -0.15
H -0.833 2.484 2.221 -0.04 0.19 -0.04
H -1.530 3.221 3.674 -0.05 0.05 -0.10
H 0.215 4.712 3.764 0.14 0.30 -0.45
H 0.977 3.914 2.315 0.12 0.30 0.02
H 1.299 3.288 5.319 0.02 0.15 -0.01
H 2.617 3.582 4.172 0.06 -0.17 -0.10
H -0.630 1.559 5.068 0.56 0.17 0.19
H -0.714 0.586 3.662 0.09 0.17 -0.47
C 5.346 -0.711 -4.519 0.23 -0.30 -0.78
C 5.276 0.635 -3.821 1.37 -0.33 0.69
O 4.093 0.554 -3.042 -0.73 0.64 -0.08
S 3.973 -0.878 -2.413 0.44 0.31 -0.41
O 2.612 -1.222 -2.379 -1.04 -0.49 -0.13
O 4.724 -0.961 -1.215 0.50 -0.15 0.30
O 4.729 -1.632 -3.598 -0.12 -0.17 0.14
H 6.356 -1.067 -4.721 0.10 0.19 0.39
H 4.853 -0.750 -5.494 -0.51 0.04 0.33
H 5.285 1.516 -4.447 -0.35 0.02 -0.07
H 6.109 0.690 -3.109 0.03 0.27 -0.21
C 2.296 -4.810 -1.212 0.04 0.29 -0.19
C 0.866 -4.468 -1.553 -0.71 0.19 0.73
O 0.509 -3.220 -0.920 -0.06 -0.59 -0.93
O 2.410 -5.162 0.158 -0.05 0.23 -0.37
H 2.889 -3.904 -1.408 0.06 -0.23 -0.15
H 2.668 -5.623 -1.842 -0.01 -0.08 0.16
H 0.187 -5.234 -1.152 0.23 -0.15 -0.17
H 0.649 -4.385 -2.618 0.29 0.14 -0.09
H 0.510 -3.381 0.035 0.21 0.38 -0.14
H 2.528 -4.320 0.629 0.18 -0.46 0.30
C -0.570 -0.482 0.793 -0.05 -0.49 -0.77
C -0.142 0.309 -0.425 0.86 0.46 -0.28
O 0.664 1.471 -0.120 -0.37 -0.04 0.13
O -1.669 0.030 1.530 -0.03 0.34 0.51
H 0.297 -0.580 1.459 -0.59 0.52 -0.24
H -0.774 -1.516 0.476 -0.14 0.33 -0.11
H -0.961 0.690 -1.040 -0.21 -0.15 0.26
H 0.449 -0.343 -1.080 -0.14 -0.13 0.21
H 1.283 1.245 0.584 -0.10 -0.09 0.09
H -2.426 0.282 0.962 0.51 -0.15 -0.15
C -4.618 -2.966 -0.265 -0.88 0.70 -1.88
C -3.249 -2.568 -0.782 -0.09 0.35 1.30
O -3.393 -2.022 -2.074 -0.04 -0.09 -0.03
O -5.341 -3.776 -1.216 0.45 -0.52 0.53
H -5.213 -2.039 -0.259 0.26 0.04 0.70
H -4.596 -3.413 0.720 0.06 -0.22 0.04
H -2.530 -3.394 -0.708 -0.04 0.01 -0.38
H -2.946 -1.793 -0.056 0.28 -0.17 -0.25
H -2.509 -1.815 -2.438 0.00 -0.15 -0.05
H -4.924 -3.623 -2.072 0.01 0.10 0.02
C -0.133 -1.347 -4.292 -0.05 -1.12 1.44
C -0.175 0.150 -4.337 0.05 0.21 -0.07
O -1.500 0.591 -4.554 0.02 0.27 0.01
O -0.755 -1.764 -3.040 -0.17 0.13 -0.37
H 0.878 -1.757 -4.244 0.13 0.33 -0.42
H -0.703 -1.859 -5.067 0.09 0.43 -0.38
H 0.490 0.558 -5.106 -0.15 -0.11 -0.15
H 0.180 0.533 -3.376 0.21 -0.10 -0.02
H -1.862 0.847 -3.695 -0.19 -0.12 -0.29
H -0.129 -2.280 -2.518 -0.01 0.13 0.32
C -5.019 -1.752 4.437 0.84 -1.15 0.54
C -4.233 -1.003 3.397 -1.40 0.69 -1.49
O -3.312 -1.868 2.771 0.52 0.07 0.53
O -6.105 -0.973 4.914 0.31 -0.06 -0.08
H -4.323 -2.111 5.223 -0.31 0.61 0.19
H -5.331 -2.717 4.008 -0.32 0.38 -0.31
H -3.826 -0.037 3.719 0.41 -0.38 0.50
H -4.979 -0.678 2.638 0.14 -0.14 0.16
H -2.557 -1.324 2.484 -0.20 -0.04 -0.17
H -6.797 -1.569 5.208 -0.01 0.02 0.04
C 2.929 -1.973 1.979 0.48 0.06 -0.32
C 1.573 -2.201 2.550 0.14 0.12 0.64
O 0.811 -2.964 1.645 -0.25 -0.57 0.28
O 3.582 -3.247 1.875 -0.29 0.30 0.21
H 3.448 -1.286 2.655 0.14 -0.08 -0.12
H 2.844 -1.513 0.986 0.07 0.05 0.05
H 1.083 -1.234 2.707 0.32 -0.23 0.37
H 1.701 -2.706 3.512 -0.22 -0.07 -0.04
H 0.148 -3.476 2.110 -0.09 -0.08 0.25
H 4.504 -3.144 1.624 -0.03 0.18 -0.10
```
Positions in Å, forces in eV/Å.

Summary:
Energy above the lowest of the compared OMol25 structures with the same formula, charge and spin = 0.00 kJ/mol
Energy = -4276.9504 Eh
Spin multiplicity = 1
Orbital gap = 0.355 Ha
Strongest force on any atom = 2.19 eV Å⁻¹
E_LUMO = 0.25 eV
E_HOMO = -9.40 eV